DFT (ωB97M-V with the def2-TZVPD basis set) results for a molecular structure, C19H35N6O4P2RuTe.

Last column: Löwdin charge in e.
Atoms and positions in Å:
H  -0.571  -2.718  0.251  0.0446
H  3.784  -1.604  3.422  0.0635
C  1.288  3.303  -0.875  -0.1432
C  0.194  1.883  2.989  -0.1427
P  1.851  -2.261  1.414  0.0580
C  -0.208  4.794  -3.768  -0.0185
H  0.412  2.716  3.660  0.0708
P  -1.248  0.937  0.796  0.8414
C  -0.888  2.056  -3.360  -0.0232
H  -3.111  0.686  -0.662  0.0772
H  1.589  5.286  -1.499  0.1606
C  -3.037  -0.241  2.732  -0.1280
C  0.283  4.070  -2.687  -0.1903
O  0.996  -1.602  0.338  -0.5187
H  4.875  0.362  2.313  0.0782
H  3.406  -2.800  -0.679  0.1124
H  -3.164  -1.129  3.353  0.0736
C  -2.659  1.567  -0.199  -0.3661
N  -1.214  -3.513  0.168  0.2082
H  -1.250  -4.149  0.947  0.1101
H  -3.145  -4.965  -1.927  0.1075
H  5.745  -0.726  1.228  0.0768
H  -2.127  -1.239  1.034  0.0584
O  2.096  1.007  0.416  -0.5567
H  0.055  5.832  -3.927  0.1097
H  4.623  -2.692  2.309  0.1182
H  3.653  -4.531  -0.409  0.1167
Ru  0.642  0.441  -0.349  0.9468
H  -2.513  -5.611  -0.456  0.1065
H  1.917  3.243  0.000  0.1249
H  1.178  -3.240  -1.673  0.0509
O  3.215  -1.444  1.445  -0.3118
N  1.137  4.402  -1.652  0.1356
C  4.231  -1.678  2.429  -0.3072
C  -0.922  2.257  2.015  -0.3828
H  2.412  -4.181  -2.527  0.0779
C  -1.378  2.771  -4.433  -0.0788
H  1.357  -4.977  -1.348  0.0763
N  -2.684  -4.819  -1.047  0.1660
Te  0.927  -2.709  3.526  0.3676
H  -1.128  1.015  -3.202  0.0811
C  -0.051  2.730  -2.472  -0.2215
H  -1.010  -0.848  2.302  -0.0237
H  -2.031  2.280  -5.143  0.1030
H  -3.276  3.356  0.872  0.0654
H  -1.454  4.643  -5.489  0.1018
C  5.304  -0.635  2.221  -0.0723
C  -1.047  4.121  -4.633  -0.0887
C  -1.880  -0.462  1.764  -0.4008
N  -0.750  -0.729  -1.614  0.0385
H  -4.158  1.914  1.360  0.0516
C  -1.930  -3.702  -0.934  -0.5045
H  -4.510  2.684  -0.184  0.0718
H  1.103  1.613  2.449  0.0373
H  -1.847  2.487  2.549  0.0682
C  -3.708  2.423  0.509  -0.1410
C  -1.328  -1.721  -1.765  -0.3228
C  1.895  -4.055  -1.573  -0.0773
H  -2.852  0.599  3.404  0.0664
H  6.091  -0.757  2.966  0.0754
N  -1.988  -2.836  -1.936  0.1161
C  2.898  -3.746  -0.482  -0.2739
O  2.255  -3.699  0.805  -0.3235
H  -3.980  -0.062  2.215  0.0592
H  -0.088  1.026  3.603  0.0602
N  0.597  2.288  -1.323  -0.0417
H  -2.218  2.139  -1.018  0.0508
H  -0.658  3.151  1.440  0.0747

HOMO-LUMO gap (spin up / spin down), eV: 7.274 / 7.041
Net charge: 0
Spin multiplicity: 2